(1)
Here is a structure of composition C2H4ClNOS in a non-equilibrium geometry from the Open Molecules 2025 dataset. Energies are from ωB97M-V/def2-TZVPD.

Properties
* molecular weight: 125.6 g/mol
* ΔE to the lowest compared entry with this formula, charge and spin: 346.3 kJ/mol

CARTESIAN COORDINATES (ANGSTROEM)
Cl: -1.720 -1.145 -0.569
H: 0.238 -1.730 1.065
S: 2.284 -0.849 -0.402
H: -1.436 0.599 -0.615
N: 0.479 1.104 -0.367
H: -0.721 -0.217 1.568
H: 1.187 1.665 -1.109
O: -0.776 1.583 -0.123
C: 0.781 -0.146 -0.101
C: -0.316 -0.865 0.654

(2)
Here is the molecule CH3IOS2 in a non-equilibrium geometry from the Open Molecules 2025 dataset. Energies are from ωB97M-V/def2-TZVPD.

Properties
* molecular weight: 222.1 g/mol
* ΔE to the lowest compared entry with this formula, charge and spin: 162.6 kJ/mol
* SMILES: O=[S@H](=S)CI

CARTESIAN COORDINATES (ANGSTROEM)
H: -0.191 -0.097 1.493
I: 0.820 2.238 0.935
S: 0.211 -0.537 -0.800
S: -1.055 -2.013 -1.033
O: 0.647 0.310 -1.838
H: -1.388 0.814 0.639
C: -0.305 0.513 0.669
H: 1.260 -1.227 -0.064

(3)
Here is a structure of composition C12H19AuCl2NO2P in a non-equilibrium geometry from the Open Molecules 2025 dataset. Energies are from ωB97M-V/def2-TZVPD.

Properties
* molecular weight: 508.1 g/mol
* ΔE to the lowest compared entry with this formula, charge and spin: 0.0 kJ/mol
* multiplicity: 3
* expectation value of S²: 2.015
* net charge: +2

CARTESIAN COORDINATES (ANGSTROEM)
C: -0.366 -3.323 -4.037
H: -1.579 4.061 -0.736
C: -0.396 -2.290 -2.953
H: -1.382 -3.632 -4.292
C: 0.403 -1.897 4.332
C: -0.019 1.937 -3.474
H: 1.213 4.309 -0.671
H: 2.289 3.301 -1.672
H: 0.212 -4.198 -3.703
O: -2.902 0.515 0.782
H: 0.796 1.217 -3.612
H: -1.476 4.328 -2.489
P: -0.008 2.526 -1.749
Cl: 2.311 0.768 -0.755
H: -1.572 -1.654 1.577
N: 0.141 -0.488 1.927
C: -0.653 -2.149 3.457
C: -1.506 3.563 -1.705
C: 1.198 -0.273 2.734
C: 1.307 3.789 -1.634
C: 1.344 -0.941 3.947
H: -1.395 -2.915 3.667
H: 1.219 4.529 -2.446
Au: 0.044 0.670 -0.157
C: 0.575 -2.648 5.628
H: 2.203 -0.746 4.584
C: -1.831 0.561 0.346
H: 1.952 0.439 2.399
H: 0.093 2.780 -4.176
H: -0.171 -3.443 5.733
Cl: 1.243 -1.955 -2.377
C: -0.752 -1.429 2.264
H: 1.577 -3.099 5.681
O: -1.344 -1.707 -2.469
H: -0.978 1.432 -3.659
H: -2.391 2.940 -1.852
H: 0.113 -2.902 -4.931
H: 0.488 -1.977 6.494

(4)
Here is a cluster of 3 separate species, C6H10O in total in a non-equilibrium geometry from the Open Molecules 2025 dataset. Energies are from ωB97M-V/def2-TZVPD.

Properties
* molecular weight: 98.1 g/mol
* ΔE to the lowest compared entry with this formula, charge and spin: 632.4 kJ/mol

CARTESIAN COORDINATES (ANGSTROEM)
O: -1.003 0.716 1.161
H: 0.997 0.710 -0.964
C: -1.295 -1.006 -0.194
C: 1.153 0.527 0.098
H: -2.592 -0.226 -1.756
H: -1.377 -2.097 -0.245
H: -1.184 1.331 -1.387
H: 0.165 -0.992 1.406
C: -2.070 0.070 0.496
H: 2.733 -0.414 1.034
H: 2.410 -0.998 -0.602
C: -0.019 -0.204 0.681
H: 1.159 2.111 0.687
C: -1.907 0.095 -0.981
H: 3.267 0.528 -0.522
C: 2.532 -0.094 0.016
H: -2.968 -0.058 1.073

(5)
Here is a cluster of 7 separate species, H14O7 in total in a non-equilibrium geometry from the Open Molecules 2025 dataset. Energies are from ωB97M-V/def2-TZVPD.

Properties
* molecular weight: 126.1 g/mol
* ΔE to the lowest compared entry with this formula, charge and spin: 211.6 kJ/mol
* SMILES: O.O.O.O.O.O.O

CARTESIAN COORDINATES (ANGSTROEM)
H: 11.737 12.627 9.197
O: 7.172 13.430 9.874
O: 6.811 11.150 14.572
H: 9.313 15.599 10.186
O: 9.730 12.571 12.284
H: 6.573 13.846 10.481
H: 9.630 12.938 13.148
H: 8.021 13.721 10.206
H: 9.577 14.449 11.190
H: 9.991 11.730 12.636
H: 11.220 11.954 10.468
O: 9.214 15.302 11.114
H: 7.670 10.930 14.329
H: 6.593 10.623 15.386
O: 11.065 12.117 9.549
H: 10.259 9.922 14.086
H: 12.805 10.239 12.525
O: 12.185 10.077 11.824
O: 9.461 10.189 13.669
H: 9.522 9.722 12.848
H: 12.082 9.139 11.898

(6)
Here is a structure of composition C23H48N2OP2Pt in a non-equilibrium geometry from the Open Molecules 2025 dataset. Energies are from ωB97M-V/def2-TZVPD.

Properties
* molecular weight: 625.7 g/mol
* ΔE to the lowest compared entry with this formula, charge and spin: 135.7 kJ/mol
* multiplicity: 6
* expectation value of S²: 8.793
* net charge: +3

CARTESIAN COORDINATES (ANGSTROEM)
H: 2.456 0.511 -2.818
C: -1.966 1.428 -2.520
H: -2.057 2.383 0.078
H: -1.414 -4.206 1.284
H: 0.409 -0.812 -3.660
C: 3.579 -1.617 -1.678
Pt: 0.045 -0.365 0.509
C: 2.381 -0.953 -1.298
C: -2.393 2.116 1.088
H: 2.788 4.119 -1.767
H: 3.297 -4.307 0.380
H: -1.022 -1.147 -2.645
H: 1.089 1.536 -4.200
H: 3.209 2.431 -2.049
H: 0.468 -0.676 3.653
H: 1.624 -3.625 2.196
H: -1.224 -0.469 -4.278
H: -2.479 3.022 1.698
H: 2.514 3.664 0.551
C: 0.240 3.810 -0.862
H: -0.686 -3.211 3.371
H: -2.446 0.737 -1.817
H: -3.389 1.664 1.020
H: 2.949 1.975 0.255
C: 1.127 -1.375 3.107
H: -0.462 3.578 -0.054
N: 0.331 -1.952 1.966
P: 0.526 1.039 -1.280
C: -0.588 -0.452 -3.378
H: -2.787 -1.791 -1.499
H: -3.094 1.042 3.597
C: 1.941 0.210 -1.907
H: 0.721 4.766 -0.609
H: -4.901 -2.500 -1.789
H: -1.212 -0.669 -0.464
C: 2.374 -0.665 2.612
H: -2.800 -3.214 1.763
H: -0.397 3.087 2.708
H: -2.558 1.397 -3.444
H: 4.160 -1.165 -2.482
C: -0.537 0.988 -2.840
C: 2.371 3.137 -2.037
H: -1.720 -2.625 0.530
H: 2.749 -0.042 3.430
N: 1.585 -1.481 -0.293
C: -2.499 0.227 3.155
C: 2.101 2.668 0.333
H: -0.320 3.950 -1.792
C: 1.093 -3.121 1.373
H: -5.275 -1.821 -0.201
H: 3.156 -1.375 2.309
C: 3.945 -2.812 -1.096
C: -1.751 -3.185 1.467
H: 0.058 2.928 -3.730
H: 2.184 0.000 1.744
C: 0.069 1.854 -3.953
H: -3.181 -0.464 2.631
C: 3.114 -3.347 -0.107
H: -1.484 -1.687 2.966
H: -0.723 2.001 4.069
H: 1.469 2.359 1.176
C: 1.323 2.747 -0.984
H: 0.376 -3.840 0.957
H: -2.039 2.444 -2.123
H: 1.377 -2.209 3.790
H: 0.765 1.781 3.140
H: -4.520 -3.426 -0.339
H: -2.015 -0.288 3.998
O: -3.275 -1.737 -0.652
H: 4.859 -3.323 -1.398
H: -0.518 1.717 -4.874
C: 1.976 -2.638 0.285
C: -4.538 -2.409 -0.757
H: 1.978 3.228 -3.050
C: -0.301 2.048 3.053
P: -1.267 0.932 1.941
C: -0.935 -2.524 2.539

(7)
Here is a cluster of 2 separate species, C4H11NO3 in total in a non-equilibrium geometry from the Open Molecules 2025 dataset. Energies are from ωB97M-V/def2-TZVPD.

Properties
* molecular weight: 121.1 g/mol
* ΔE to the lowest compared entry with this formula, charge and spin: 233.7 kJ/mol
* SMILES: C[C@@H](C=O)NCO.O

CARTESIAN COORDINATES (ANGSTROEM)
H: -1.350 -1.280 -0.440
O: -2.086 0.960 -0.116
H: -1.876 0.553 -0.962
H: -0.135 1.526 -0.346
C: -0.668 -1.803 0.231
N: -0.189 0.424 1.372
C: 1.592 -0.632 0.197
H: 0.139 0.359 -2.590
C: -0.810 1.330 0.474
H: -0.156 1.752 -3.214
O: -0.215 1.237 -2.407
H: -0.276 -2.585 -0.425
H: -1.345 -2.315 0.918
H: -1.119 2.267 0.923
C: 0.323 -0.894 0.960
H: 1.531 0.156 -0.575
O: 2.677 -1.103 0.404
H: -0.488 0.367 2.332
H: 0.528 -1.428 1.855

(8)
Here is a structure of composition C6H15O6PS2 in a non-equilibrium geometry from the Open Molecules 2025 dataset. Energies are from ωB97M-V/def2-TZVPD.

Properties
* molecular weight: 278.3 g/mol
* ΔE to the lowest compared entry with this formula, charge and spin: 82.7 kJ/mol

CARTESIAN COORDINATES (ANGSTROEM)
O: -0.431 0.852 -2.344
H: -1.188 5.171 1.143
H: -0.839 0.071 -0.627
H: 0.214 4.165 0.754
O: -1.489 3.135 -1.475
H: 0.459 -4.075 -0.818
H: 2.858 -4.568 -0.720
C: -0.825 4.126 1.132
H: 2.339 -2.267 -1.434
H: -3.770 4.463 -0.206
C: 0.401 -2.872 0.976
S: -0.026 2.390 -1.765
C: 0.927 -4.064 0.170
H: -0.605 -2.589 0.673
O: 0.845 -0.516 -0.153
O: -1.326 0.206 -1.472
C: 2.440 -3.882 0.016
C: 2.643 -2.429 -0.399
H: -4.221 2.766 -0.404
H: 0.423 -3.070 2.047
H: 0.681 -5.007 0.658
C: -3.671 3.459 0.255
O: 0.549 3.164 -2.894
H: -0.740 3.773 2.178
H: 2.935 -4.070 0.972
S: 1.522 -1.514 0.646
P: -1.889 2.913 0.198
O: 2.207 -1.172 1.868
H: -4.081 3.516 1.271
H: 3.660 -2.073 -0.247

(9)
Here is a structure of composition C10H30BeNO13 in a non-equilibrium geometry from the Open Molecules 2025 dataset. Energies are from ωB97M-V/def2-TZVPD.

Properties
* molecular weight: 381.4 g/mol
* ΔE to the lowest compared entry with this formula, charge and spin: 846.2 kJ/mol
* net charge: +1

CARTESIAN COORDINATES (ANGSTROEM)
H: 5.665 -2.029 -1.866
O: -3.177 4.330 -1.616
C: 5.551 -0.390 -2.659
C: 4.534 0.724 -2.912
O: 0.396 -0.447 -1.266
C: 4.388 2.541 2.969
H: -4.966 -4.815 -2.797
H: 6.407 2.152 3.384
H: -3.804 1.616 -2.661
H: -2.585 3.117 -3.514
H: -4.024 3.523 -4.622
H: 0.194 -3.082 2.927
H: 2.471 2.362 3.460
C: 5.535 1.535 3.167
H: 6.762 0.494 1.873
H: -6.650 -4.107 -1.210
C: -0.368 -1.887 4.402
H: 6.486 0.076 -2.349
N: -0.586 0.152 -0.713
H: -2.356 -2.186 3.309
H: -2.351 -1.846 4.944
H: 4.595 2.929 1.972
Be: 3.056 -0.758 0.903
H: 3.685 0.194 -3.342
H: 4.145 2.475 -2.022
O: 0.523 -2.269 3.316
O: 5.002 -1.342 -1.767
O: -1.770 -0.116 -0.990
C: -5.633 -4.022 -0.829
O: -2.087 -0.207 3.705
H: 4.889 1.399 -3.691
H: -5.191 -3.179 -2.754
O: 4.149 1.545 -1.785
H: -3.439 3.589 -1.065
H: -4.086 5.421 -3.084
H: 5.839 -0.786 -3.633
O: -3.437 -3.657 -1.866
H: -3.394 -2.702 -1.956
H: 4.419 3.453 3.565
O: -0.374 0.660 0.409
H: 5.359 0.975 4.086
C: -4.754 -3.969 -2.143
H: -0.391 -2.650 5.180
H: -6.083 -4.860 0.738
C: -4.141 4.435 -2.623
O: -4.287 2.132 -3.310
C: -1.834 -1.556 4.030
O: 3.196 1.827 3.129
O: 5.831 0.725 1.894
H: -1.556 -0.086 2.915
H: -5.146 4.166 -2.299
H: 0.037 -1.011 4.909
C: -3.652 3.314 -3.619
H: -5.721 -3.002 -0.454
O: -5.271 -4.898 0.227